C44H30N7O7ReS5 as an isolated structure in a non-equilibrium geometry, computed with ωB97M-V/def2-TZVPD.

Geometry as XYZ:
```
94
C44H30N7O7ReS5, DFT ωB97M-V/def2-TZVPD
Re 1.328 -0.876 0.080
O 0.412 -0.667 4.045
C 0.136 -0.912 2.892
O 0.992 -1.402 2.029
C -1.274 -0.751 2.392
C -2.265 -0.586 3.340
C -3.594 -0.505 2.961
C -3.971 -0.603 1.635
C -2.988 -0.788 0.691
C -1.604 -0.827 1.014
O -0.730 -0.858 0.069
N -3.438 -0.947 -0.695
O -2.858 -1.750 -1.401
O -4.442 -0.347 -1.026
N -4.629 -0.331 3.977
O -4.278 -0.244 5.138
O -5.788 -0.282 3.604
H -1.979 -0.521 4.380
H -5.008 -0.541 1.342
S 3.656 -0.797 0.451
C 3.215 0.750 1.173
C 3.989 1.605 1.929
C 3.391 2.759 2.407
C 2.061 3.022 2.124
C 1.350 2.112 1.368
N 1.920 0.999 0.905
H 5.026 1.370 2.118
H 3.971 3.467 2.985
H 1.583 3.934 2.445
H 0.316 2.277 1.100
S 0.291 7.794 -2.672
C 1.099 6.537 -1.917
S 2.381 5.647 -2.661
C 2.447 4.509 -1.313
N 1.596 4.829 -0.377
N 0.872 5.968 -0.717
C -0.100 6.361 0.242
C -0.756 5.367 0.963
C -1.689 5.714 1.926
C -1.972 7.050 2.179
C -1.305 8.034 1.464
C -0.367 7.699 0.498
S 3.464 3.156 -1.368
H -0.520 4.334 0.752
H -2.199 4.935 2.479
H -2.703 7.321 2.929
H -1.510 9.079 1.658
H 0.150 8.465 -0.059
S 0.212 -7.399 -0.895
C 0.526 -5.656 -0.663
C -0.258 -4.714 -1.306
C 0.007 -3.371 -1.107
N 1.006 -2.955 -0.323
C 1.764 -3.865 0.306
C 1.560 -5.220 0.156
C -0.738 -7.686 0.591
C -0.118 -8.068 1.771
C -0.908 -8.283 2.891
N -2.231 -8.151 2.898
C -2.813 -7.789 1.757
C -2.117 -7.548 0.581
H -1.073 -5.010 -1.951
H -0.599 -2.601 -1.561
H 2.546 -3.474 0.942
H 2.199 -5.922 0.672
H 0.954 -8.199 1.818
H -0.451 -8.577 3.830
H -3.892 -7.684 1.782
H -2.638 -7.255 -0.320
C -0.953 4.430 -1.628
C -0.111 4.313 -2.725
C 0.503 3.103 -2.999
C 0.312 1.986 -2.178
C -0.545 2.119 -1.085
C -1.173 3.325 -0.816
C 0.979 0.744 -2.582
C 1.313 -0.411 -1.946
C 1.796 -1.492 -2.872
C 0.940 -1.937 -3.884
C 1.301 -2.972 -4.734
C 2.536 -3.589 -4.594
C 3.407 -3.144 -3.609
C 3.041 -2.111 -2.758
H -1.428 5.377 -1.407
H 0.078 5.173 -3.355
H 1.176 3.022 -3.845
H -0.745 1.261 -0.468
H -1.847 3.402 0.030
H 1.274 0.787 -3.631
H -0.031 -1.466 -3.988
H 0.614 -3.298 -5.506
H 2.822 -4.399 -5.253
H 4.385 -3.599 -3.504
H 3.740 -1.762 -2.010
```

Results
charge = -1
expectation value of S² = 0.7735
multiplicity = 2
total energy = -127181.461 eV
LUMO (spin up / spin down) = 0.288 / 0.585 eV
ΔE to the lowest compared entry with this formula, charge and spin = 131.5 kJ/mol

Atomic partial charges in e from the Mulliken method, atoms 1 to 5: atom 1 (Re): 1.038, atom 2 (O): -0.718, atom 3 (C): 0.325, atom 4 (O): -0.639, atom 5 (C): 0.636